{
  "formula": "C5H6O2",
  "method": "ωB97M-V with the def2-TZVPD basis set",
  "species": ["C", "C", "C", "C", "O", "O", "C", "H", "H", "H", "H", "H", "H"],
  "xyz": [[0.049573, -1.860839, -0.204394], [1.252593, -0.572045, -0.823933], [0.104932, 0.196832, 0.584105], [-1.445021, 2.292279, 0.687117], [-0.513608, -1.047318, 0.751363], [1.456833, 0.145427, 0.393973], [-0.619417, 1.296094, 0.769717], [-0.684422, -2.236437, -0.918078], [0.765102, -2.574619, 0.200064], [2.119991, -1.198867, -1.022257], [1.095445, 0.061158, -1.695170], [-1.615883, 2.971502, 1.514675], [-1.966117, 2.526833, -0.237181]],
  "forces_ev_per_angstrom": [[2.76, 2.67, -2.02], [0.96, -3.90, -0.18], [-2.31, 2.17, 3.08], [-0.05, 0.50, 0.07], [0.13, 0.88, 0.92], [-1.91, -0.70, -1.50], [1.02, -1.40, -0.66], [0.27, 0.01, -0.02], [-0.41, -0.34, 0.03], [0.30, 0.21, -0.05], [-0.77, 0.04, 0.25], [-0.19, -0.18, 0.14], [0.19, 0.04, -0.05]],
  "total_energy_ev": -9372.5968,
  "de_lowest_ev": 4.499,
  "multiplicity": 1,
  "e_lumo_ev": 0.8972,
  "homo_ha": -0.3200,
  "max_force_ev_per_a": 4.42,
  "orbital_gap_ev": 9.6
}

{
  "formula": "C4H9NO",
  "method": "ωB97M-V with the def2-TZVPD basis set",
  "species": ["C", "C", "N", "C", "C", "O", "H", "H", "H", "H", "H", "H", "H", "H", "H"],
  "xyz": [[-0.617566, 0.906534, 1.673163], [-0.622276, -0.339271, 0.830708], [0.312459, -0.418576, -0.191187], [0.775332, 0.818169, -0.762443], [0.234273, -1.537183, -1.167447], [-1.450796, -1.225877, 1.067053], [0.375501, 1.314849, 1.711107], [-1.246548, 1.710076, 1.194345], [-0.986912, 0.488487, 2.594148], [1.376492, 0.745100, -1.653661], [1.436409, 1.344251, -0.029588], [-0.089243, 1.459483, -0.952643], [1.107896, -1.505058, -1.769741], [-0.044193, -2.421005, -0.632874], [-0.560828, -1.339978, -1.910942]],
  "forces_ev_per_angstrom": [[-0.30, 0.13, -1.18], [-0.78, -1.02, -0.83], [-0.36, -1.07, -0.50], [0.38, 1.50, 1.46], [-1.69, 1.72, 0.40], [1.26, 0.65, -0.47], [0.40, 0.17, 0.57], [0.25, -0.95, 0.74], [-0.22, 0.79, 0.61], [-0.06, -0.61, -0.34], [-0.51, -0.22, -0.57], [0.22, 0.27, -0.32], [1.14, -0.65, 0.02], [0.39, -0.69, 0.04], [-0.12, -0.03, 0.39]],
  "total_energy_ev": -7831.2706,
  "de_lowest_ev": 1.049,
  "multiplicity": 1,
  "e_lumo_ev": 0.8528,
  "homo_ha": -0.3387,
  "max_force_ev_per_a": 2.45,
  "orbital_gap_ev": 10.1
}

{
  "formula": "C5H10O2",
  "method": "ωB97M-V with the def2-TZVPD basis set",
  "species": ["C", "C", "O", "C", "C", "C", "O", "H", "H", "H", "H", "H", "H", "H", "H", "H", "H"],
  "xyz": [[-2.043589, -0.494884, 0.484918], [-1.073997, 0.175742, -0.486075], [-0.981294, 1.567081, -0.231245], [0.292048, -0.498747, -0.405019], [1.550367, 0.294943, -0.796865], [2.026072, -0.055283, 0.618065], [0.736070, -0.579960, 0.967362], [-3.023972, -0.013740, 0.434888], [-2.159564, -1.562523, 0.266201], [-1.657367, -0.404479, 1.505604], [-1.448818, 0.094018, -1.513348], [-0.526676, 1.656482, 0.617975], [0.239806, -1.498993, -0.860747], [2.143888, -0.091088, -1.627343], [1.342317, 1.357091, -0.942663], [2.312897, 0.772359, 1.276662], [2.800270, -0.832250, 0.661268]],
  "forces_ev_per_angstrom": [[-0.03, -0.02, 0.02], [-0.05, -0.24, -0.12], [0.13, 0.05, 0.24], [-0.19, -0.04, -0.20], [0.02, 0.07, -0.12], [0.34, 0.10, 0.05], [-0.04, -0.03, 0.14], [0.14, -0.06, -0.03], [0.02, 0.15, -0.02], [-0.08, -0.01, -0.14], [0.08, 0.00, 0.10], [-0.15, 0.08, -0.02], [-0.02, 0.11, 0.12], [-0.11, 0.03, 0.12], [0.05, -0.18, -0.01], [-0.01, -0.09, -0.13], [-0.12, 0.09, -0.02]],
  "total_energy_ev": -9441.0252,
  "de_lowest_ev": 2.018,
  "multiplicity": 1,
  "e_lumo_ev": 1.0116,
  "homo_ha": -0.3592,
  "max_force_ev_per_a": 0.36,
  "orbital_gap_ev": 10.8
}

{
  "formula": "C25H44Cl4N3O6ScSi",
  "method": "ωB97M-V with the def2-TZVPD basis set",
  "species": ["C", "C", "H", "H", "H", "C", "C", "H", "H", "H", "H", "Sc", "Cl", "C", "O", "N", "C", "C", "H", "H", "H", "H", "H", "H", "H", "H", "H", "C", "C", "N", "H", "C", "O", "H", "H", "H", "H", "H", "H", "C", "C", "N", "H", "C", "O", "H", "H", "H", "H", "O", "C", "C", "C", "H", "C", "H", "C", "H", "C", "C", "H", "H", "H", "Si", "Cl", "C", "C", "C", "H", "H", "H", "H", "H", "H", "H", "H", "H", "Cl", "C", "Cl", "C", "O", "O", "H"],
  "xyz": [[2.970815, -2.445608, -2.808206], [2.340316, -1.745560, -3.971290], [2.860145, -3.536239, -2.897261], [2.535911, -2.108526, -1.855257], [4.049815, -2.211289, -2.781782], [2.356019, -2.227600, -5.228764], [2.993733, -3.514075, -5.635435], [1.962827, -1.644324, -6.060722], [2.679014, -4.364024, -5.009921], [4.093417, -3.446459, -5.609606], [2.713620, -3.733561, -6.675865], [0.337710, -0.268719, 2.551885], [2.021266, 0.216279, 0.843344], [-0.263951, 2.632023, 1.665970], [-0.697955, 1.469762, 1.911087], [-1.005756, 3.541841, 1.033116], [-2.379507, 3.219263, 0.655005], [-0.384380, 4.712896, 0.429363], [0.746720, 2.962061, 1.953952], [-2.872637, 2.723717, 1.497673], [-2.395735, 2.546519, -0.215788], [-2.877961, 4.162795, 0.397503], [0.502401, 5.001912, 0.998510], [-1.095703, 5.537935, 0.408818], [-0.066239, 4.526080, -0.605306], [-3.420067, 1.923910, 6.448267], [-1.519067, 1.776092, 8.174609], [-3.242388, 0.866150, 6.217315], [-1.455553, 0.710193, 7.906722], [-1.859368, 0.519115, 6.517388], [-3.460937, 0.670235, 5.168224], [-0.993522, 0.127748, 5.567975], [-1.298513, -0.098929, 4.370759], [-0.427931, 0.362079, 8.050325], [0.047936, 0.010736, 5.910878], [-3.919045, 0.288484, 6.858711], [-2.136199, 0.152256, 8.565997], [-0.037777, -4.941133, 3.228837], [0.182558, -3.660559, 0.536176], [-1.085125, -4.979743, 2.887805], [-0.852729, -4.027846, 0.611324], [-1.364408, -3.874618, 1.978611], [-1.749683, -4.938354, 3.760709], [-1.533756, -2.650740, 2.501995], [-1.252486, -1.580180, 1.902350], [-1.493017, -3.492285, -0.091828], [-1.872938, -2.616651, 3.545849], [-1.257055, -5.907647, 2.336816], [-0.879644, -5.097670, 0.382802], [0.737959, -0.668678, -2.587312], [1.690831, -0.406121, -3.626739], [0.163925, -0.105129, -5.692709], [1.197153, 0.355907, -4.862946], [-0.345771, -1.042938, -5.454933], [-0.186364, 0.630793, -6.844282], [2.476589, 0.192175, -3.132449], [1.930485, 1.484788, -5.248984], [-0.996898, 0.277482, -7.488432], [0.483545, 1.816011, -7.158323], [1.570666, 2.217518, -6.378465], [2.802227, 1.775144, -4.659827], [0.165206, 2.448494, -7.992063], [2.137912, 3.109723, -6.638354], [-0.696617, 0.097559, -2.181748], [1.480252, -2.462895, 2.950658], [-2.036174, -0.548935, -3.327990], [-0.569840, 1.952710, -2.372163], [-1.118169, -0.438592, -0.478728], [-1.934156, -0.166575, -4.354913], [-3.016001, -0.237133, -2.930262], [-2.001426, -1.649263, -3.350407], [-1.252203, -1.514301, -0.340538], [-1.997187, 0.090043, -0.095114], [-0.225803, -0.151927, 0.097862], [-0.458111, 2.225812, -3.432055], [0.285992, 2.364256, -1.819454], [-1.474796, 2.464653, -2.014683], [1.138506, 3.620449, 4.768828], [2.500571, 2.535952, 5.111703], [2.339009, 1.638629, 6.648971], [2.529526, 1.399051, 4.050533], [3.623609, 1.192633, 3.548292], [1.371028, 0.858361, 3.869095], [3.441345, 3.096561, 5.088325]],
  "forces_ev_per_angstrom": [[0.18, -0.14, 0.27], [-0.50, 0.11, -1.05], [0.10, 0.30, 0.11], [0.12, -0.16, -0.34], [-0.30, -0.16, 0.03], [0.20, 0.49, 0.72], [0.13, -0.42, -0.36], [0.00, -0.04, 0.39], [0.18, 0.25, -0.15], [-0.27, -0.10, 0.08], [0.13, -0.11, 0.31], [0.98, -0.52, 0.11], [-0.40, 0.11, 0.11], [-0.50, -0.98, -0.13], [0.16, 1.88, -0.06], [0.23, -0.38, 0.06], [0.06, -0.06, -0.14], [0.27, 0.13, -0.09], [-0.25, -0.29, -0.14], [0.05, 0.14, -0.24], [-0.07, 0.21, 0.34], [0.02, -0.36, 0.14], [-0.16, -0.02, 0.00], [0.06, -0.01, 0.17], [-0.16, -0.14, 0.20], [0.12, -0.11, -0.14], [0.08, -0.28, -0.07], [-0.05, -0.03, 0.10], [0.04, 0.14, -0.10], [0.10, -0.04, -0.29], [0.09, 0.01, 0.13], [-0.19, -0.20, -0.80], [0.49, 0.24, 1.07], [-0.24, 0.08, -0.03], [-0.30, 0.02, -0.03], [0.13, -0.03, -0.18], [0.25, 0.07, -0.18], [-0.32, 0.03, -0.16], [-0.30, -0.04, 0.05], [-0.11, -0.21, 0.21], [0.18, 0.04, 0.16], [0.00, 0.97, 0.16], [0.17, -0.01, -0.25], [1.08, 0.13, -0.49], [-0.88, -1.24, 0.77], [0.11, -0.09, 0.14], [-0.03, -0.14, -0.14], [-0.05, 0.06, 0.27], [0.01, 0.27, -0.07], [-0.57, 0.39, -0.38], [0.18, -0.20, 0.20], [0.10, 0.54, -0.35], [0.32, -0.17, 0.16], [0.20, 0.40, -0.10], [-0.01, -0.18, 0.47], [-0.15, 0.09, -0.32], [-0.28, -0.10, -0.11], [0.25, 0.12, 0.26], [0.10, 0.01, 0.18], [-0.10, -0.07, 0.10], [-0.29, 0.01, -0.09], [0.13, -0.41, 0.17], [-0.15, -0.16, 0.01], [0.25, -0.71, -1.03], [-0.36, 0.31, 0.33], [-0.23, 0.23, -0.11], [0.04, 0.42, -0.04], [0.40, 0.25, -0.04], [-0.21, -0.14, 0.42], [0.16, -0.15, -0.18], [-0.04, 0.29, -0.01], [-0.01, 0.43, -0.37], [0.13, -0.14, 0.04], [-0.47, -0.10, -0.19], [0.05, -0.10, 0.24], [-0.10, -0.12, -0.09], [0.15, -0.17, -0.10], [0.02, 0.25, 0.40], [0.05, -0.81, -0.53], [-0.02, 0.56, 0.31], [1.14, 0.59, -0.40], [-1.29, -0.21, 0.36], [0.40, -0.16, 0.05], [-0.44, -0.18, 0.22]],
  "total_energy_ev": -122071.0497,
  "de_lowest_ev": 0.554,
  "multiplicity": 1,
  "e_lumo_ev": 0.2111,
  "homo_ha": -0.3121,
  "max_force_ev_per_a": 1.89,
  "orbital_gap_ev": 8.7
}

{
  "formula": "C43H46AsGeNNaOPS",
  "method": "ωB97M-V with the def2-TZVPD basis set",
  "species": ["Na", "O", "S", "C", "C", "C", "C", "C", "C", "C", "C", "C", "C", "C", "C", "H", "H", "H", "H", "H", "H", "H", "H", "H", "H", "N", "C", "H", "C", "Ge", "C", "C", "C", "H", "H", "H", "H", "H", "H", "H", "H", "H", "H", "H", "C", "C", "As", "C", "C", "C", "C", "C", "C", "C", "C", "C", "C", "C", "C", "P", "C", "C", "C", "C", "C", "C", "C", "C", "C", "C", "C", "C", "H", "H", "H", "H", "H", "H", "H", "H", "H", "H", "H", "H", "H", "H", "H", "H", "H", "H", "H", "H", "H", "H", "H", "H"],
  "xyz": [[-0.800764, 1.482515, -2.664830], [-2.022573, -0.109038, -3.441961], [-1.439408, -1.395429, -2.912973], [-2.569744, -2.682755, -3.398276], [-3.453138, -2.470007, -4.444919], [-4.330171, -3.486000, -4.789525], [-4.317763, -4.686730, -4.090795], [-3.437607, -4.877343, -3.036664], [-2.559571, -3.864211, -2.677229], [-0.063110, -1.802925, -3.972123], [-0.018366, -1.303719, -5.262884], [1.068453, -1.626245, -6.058091], [2.083924, -2.431480, -5.558081], [2.029461, -2.906158, -4.256970], [0.948995, -2.585363, -3.447416], [-3.453828, -1.519785, -4.959903], [-5.030105, -3.341425, -5.601314], [-5.006683, -5.473947, -4.365578], [-3.442113, -5.807586, -2.485601], [-1.883738, -3.988853, -1.840937], [-0.802747, -0.648823, -5.615662], [1.133275, -1.236183, -7.064822], [2.933021, -2.673406, -6.182930], [2.838135, -3.504591, -3.860672], [0.918168, -2.905183, -2.414415], [-2.740917, 4.328887, -3.452727], [-2.476699, 3.464491, -2.728710], [-2.958579, 5.072683, -4.081839], [1.424379, 4.451958, -3.460799], [2.419024, 2.950094, -2.630574], [2.436069, 3.391284, -0.702388], [4.277036, 3.226778, -3.243478], [1.555362, 1.296714, -3.014240], [1.934359, 5.405873, -3.321176], [0.425618, 4.536513, -3.025237], [1.310795, 4.274758, -4.532396], [2.663150, 4.447854, -0.561311], [3.185355, 2.806723, -0.168641], [1.457798, 3.192518, -0.260084], [4.641749, 4.214434, -2.955663], [4.331808, 3.146687, -4.329978], [4.944190, 2.475151, -2.819694], [1.946890, 0.507232, -2.357934], [1.801855, 1.005284, -4.045001], [-0.691938, 1.759854, 1.695639], [-0.997430, 1.226794, 3.091129], [0.224699, -0.134702, 3.850860], [1.845973, 0.926237, 4.068040], [3.042619, 0.233394, 4.219464], [4.243453, 0.915596, 4.355290], [4.260545, 2.301979, 4.319651], [3.074139, 3.001908, 4.161766], [1.872295, 2.316600, 4.043392], [-0.524654, 0.031785, 5.651914], [0.102179, 0.698952, 6.697586], [-0.508486, 0.782077, 7.942827], [-1.751050, 0.206007, 8.153019], [-2.381033, -0.466535, 7.115314], [-1.766143, -0.559379, 5.876051], [-0.738945, 0.652269, 0.218661], [-2.228438, -0.391324, 0.477379], [-2.331702, -1.453474, 1.379543], [-3.497311, -2.196106, 1.472354], [-4.586614, -1.890205, 0.665489], [-4.502100, -0.837125, -0.229856], [-3.330600, -0.097478, -0.321704], [0.667114, -0.491974, 0.478523], [1.909397, 0.037021, 0.825170], [3.025583, -0.777778, 0.928066], [2.927472, -2.135524, 0.665116], [1.705670, -2.666450, 0.276690], [0.591570, -1.850065, 0.173083], [0.288356, 2.247104, 1.664747], [-1.400046, 2.561938, 1.457713], [-1.977956, 0.743160, 3.108504], [-1.054372, 2.054403, 3.802058], [3.042098, -0.851153, 4.213227], [5.166039, 0.362552, 4.475487], [5.197611, 2.835606, 4.410546], [3.081866, 4.083681, 4.127564], [0.954875, 2.881546, 3.931095], [1.071725, 1.157229, 6.547659], [-0.008781, 1.302091, 8.750299], [-2.226155, 0.275987, 9.122599], [-3.349408, -0.923969, 7.272058], [-2.264704, -1.100780, 5.077678], [-1.487204, -1.714551, 2.004473], [-3.553415, -3.019946, 2.172560], [-5.493917, -2.475960, 0.732547], [-5.341488, -0.594255, -0.867485], [-3.270942, 0.707114, -1.045604], [2.027095, 1.094506, 1.019656], [3.974855, -0.343126, 1.211974], [3.798074, -2.773050, 0.747517], [1.619140, -3.721472, 0.048619], [-0.350886, -2.282254, -0.139485]],
  "forces_ev_per_angstrom": [[0.38, 0.55, 0.19], [-0.24, -0.59, -0.11], [0.06, 0.25, 0.08], [-0.05, 0.03, -0.06], [0.01, -0.09, 0.06], [-0.01, 0.01, 0.00], [-0.03, -0.01, -0.03], [0.04, 0.02, 0.04], [-0.08, -0.06, -0.06], [-0.15, -0.02, -0.03], [0.10, -0.05, 0.00], [-0.04, 0.03, 0.00], [0.03, -0.02, 0.00], [-0.01, 0.00, 0.03], [0.09, 0.02, -0.08], [0.01, 0.05, -0.01], [-0.01, 0.01, -0.02], [-0.01, -0.02, 0.00], [0.00, -0.02, 0.01], [0.04, 0.00, 0.04], [-0.04, 0.01, -0.01], [0.00, 0.00, -0.02], [0.02, 0.00, -0.01], [0.02, -0.02, 0.00], [-0.02, -0.02, 0.01], [-0.10, 0.07, 0.01], [0.03, 0.00, -0.07], [0.02, 0.02, 0.01], [-0.02, -0.03, -0.02], [-0.10, 0.03, -0.02], [-0.03, -0.04, -0.04], [0.08, 0.02, 0.01], [0.07, -0.05, -0.03], [0.04, 0.04, -0.01], [-0.02, -0.01, 0.02], [-0.01, 0.01, -0.03], [0.03, 0.07, 0.03], [0.04, -0.04, 0.04], [-0.05, -0.01, 0.03], [0.04, 0.04, 0.00], [-0.01, -0.01, -0.04], [0.00, -0.03, 0.02], [0.02, -0.02, 0.03], [-0.04, -0.02, 0.00], [0.04, 0.09, 0.05], [-0.05, -0.05, 0.00], [-0.03, -0.07, -0.03], [-0.07, 0.01, -0.02], [0.06, -0.01, 0.01], [-0.01, -0.03, 0.00], [0.05, 0.00, 0.01], [-0.04, 0.03, -0.01], [0.02, 0.04, 0.01], [0.03, 0.01, -0.05], [0.00, 0.00, 0.03], [0.04, 0.01, 0.01], [-0.02, -0.01, 0.01], [-0.01, -0.01, -0.01], [-0.03, -0.01, 0.03], [-0.09, -0.14, -0.11], [0.06, -0.01, 0.13], [0.07, 0.04, 0.03], [-0.03, -0.02, -0.02], [0.01, -0.02, 0.02], [-0.02, -0.01, 0.01], [-0.05, 0.06, -0.07], [-0.01, 0.07, -0.08], [0.03, -0.02, 0.02], [0.01, -0.04, -0.03], [0.01, 0.00, -0.01], [0.05, 0.02, 0.01], [-0.11, -0.03, 0.06], [-0.01, -0.05, 0.00], [-0.02, -0.07, -0.01], [0.01, 0.02, -0.02], [0.01, 0.00, -0.01], [-0.03, 0.00, 0.01], [0.02, 0.00, 0.00], [0.01, 0.01, 0.00], [0.00, 0.01, 0.00], [0.00, -0.01, 0.00], [0.00, 0.01, -0.01], [0.00, 0.01, 0.01], [-0.01, 0.00, 0.01], [-0.01, -0.01, 0.01], [0.02, 0.01, -0.02], [0.06, 0.01, 0.03], [-0.01, -0.01, 0.01], [-0.02, -0.01, 0.00], [-0.02, 0.00, -0.02], [0.03, 0.01, 0.00], [-0.04, 0.05, -0.01], [0.02, 0.01, 0.00], [0.01, 0.00, 0.00], [0.00, -0.04, 0.01], [-0.01, 0.02, 0.03]],
  "total_energy_ev": -190767.5728,
  "de_lowest_ev": 0.964,
  "multiplicity": 1,
  "e_lumo_ev": 0.1135,
  "homo_ha": -0.2119,
  "max_force_ev_per_a": 0.69,
  "orbital_gap_ev": 5.9
}